No. 1
{
  "formula": "C22H30N7PSTeZr",
  "method": "ωB97M-V with the def2-TZVPD basis set",
  "species": ["Zr", "N", "C", "S", "N", "N", "C", "C", "C", "C", "C", "C", "N", "H", "H", "H", "H", "H", "H", "H", "C", "N", "C", "N", "C", "N", "C", "P", "C", "C", "H", "H", "H", "H", "H", "H", "H", "H", "H", "H", "H", "H", "C", "C", "C", "C", "C", "C", "Te", "C", "C", "C", "H", "H", "H", "H", "H", "H", "H", "H", "H", "H", "H"],
  "positions_angstrom": [[-1.247, 0.650, 0.494], [-5.264, -0.405, -0.532], [-4.219, 0.285, -0.076], [-3.509, -0.192, 1.453], [-3.797, 1.341, -0.750], [-2.716, 1.936, -0.241], [-2.512, 3.219, -0.265], [-1.350, 3.683, 0.451], [-1.060, 5.042, 0.599], [0.017, 5.426, 1.376], [0.798, 4.440, 1.973], [0.470, 3.111, 1.777], [-0.586, 2.716, 1.047], [-5.773, -1.016, 0.092], [-5.738, -0.075, -1.360], [-3.193, 3.907, -0.761], [-1.698, 5.775, 0.133], [0.242, 6.471, 1.521], [1.639, 4.694, 2.602], [1.077, 2.337, 2.247], [-1.606, -4.805, -1.685], [-2.578, -4.447, -0.667], [-2.119, -4.937, 0.618], [-0.827, -4.361, 0.963], [0.143, -4.673, -0.075], [-0.307, -4.229, -1.383], [-0.280, -2.809, -1.536], [-1.430, -1.940, -0.284], [-2.927, -3.064, -0.652], [-0.906, -2.957, 1.241], [-1.947, -4.462, -2.663], [-1.501, -5.891, -1.705], [-2.023, -6.023, 0.562], [-2.847, -4.685, 1.392], [0.288, -5.755, -0.102], [1.098, -4.197, 0.165], [-0.623, -2.539, -2.544], [0.754, -2.450, -1.435], [-3.356, -2.779, -1.619], [-3.660, -2.882, 0.142], [-1.655, -2.775, 2.027], [0.075, -2.626, 1.610], [5.921, 1.468, 0.739], [4.489, 1.594, 0.353], [4.074, 2.495, -0.617], [2.793, 2.477, -1.148], [2.444, 3.436, -2.238], [1.879, 1.515, -0.694], [0.107, 1.090, -1.885], [2.232, 0.707, 0.394], [1.319, -0.335, 0.998], [3.527, 0.757, 0.898], [6.427, 2.427, 0.707], [6.419, 0.819, 0.017], [6.050, 1.023, 1.722], [4.796, 3.188, -1.015], [3.130, 4.278, -2.255], [1.429, 3.817, -2.119], [2.496, 2.930, -3.204], [0.383, 0.091, 1.485], [1.865, -0.858, 1.789], [1.056, -1.069, 0.222], [3.814, 0.089, 1.698]],
  "e_tot_ha": -2293.71181,
  "charge": 2,
  "orbital_gap_ev": 5.48,
  "e_lumo_ev": -7.86,
  "homo_ev": -13.341
}

=====

No. 2
{
  "formula": "C42H43N2O4S2Ti",
  "method": "ωB97M-V with the def2-TZVPD basis set",
  "species": ["Ti", "C", "C", "C", "C", "C", "C", "C", "C", "C", "C", "C", "C", "H", "H", "H", "H", "H", "H", "H", "H", "H", "H", "H", "H", "H", "H", "H", "H", "H", "H", "C", "C", "N", "N", "C", "S", "S", "C", "C", "C", "C", "C", "C", "C", "C", "C", "C", "C", "C", "C", "O", "H", "H", "H", "H", "H", "H", "H", "H", "H", "H", "H", "H", "H", "H", "O", "C", "C", "O", "O", "C", "C", "C", "C", "C", "C", "C", "C", "C", "C", "C", "C", "H", "H", "H", "H", "H", "H", "H", "H", "H", "H", "H"],
  "positions_angstrom": [[-0.371, 0.259, 0.042], [-2.798, -0.690, -3.505], [-1.391, -1.122, -3.188], [-1.171, -2.334, -2.521], [-2.295, -3.328, -2.361], [0.101, -2.647, -2.039], [0.303, -3.857, -1.167], [1.182, -1.810, -2.342], [2.566, -2.229, -1.925], [0.977, -0.633, -3.077], [2.146, 0.275, -3.356], [-0.311, -0.300, -3.519], [-0.572, 0.937, -4.334], [-2.901, 0.390, -3.396], [-3.515, -1.151, -2.830], [-3.094, -0.937, -4.528], [-2.797, -3.260, -1.395], [-1.914, -4.344, -2.452], [-3.047, -3.196, -3.136], [0.652, -4.723, -1.734], [-0.619, -4.137, -0.665], [1.036, -3.651, -0.389], [2.826, -1.879, -0.927], [3.322, -1.870, -2.622], [2.651, -3.313, -1.891], [1.835, 1.308, -3.474], [2.680, -0.011, -4.266], [2.866, 0.260, -2.540], [-0.967, 1.746, -3.716], [-1.308, 0.740, -5.113], [0.324, 1.303, -4.829], [-2.292, 3.518, 2.310], [-1.578, 2.784, 1.220], [-1.494, 1.489, 1.212], [-1.959, 0.785, 2.335], [-2.239, -0.446, 2.072], [-2.219, -1.242, 0.526], [-2.811, -1.333, 3.512], [-4.588, -1.222, 3.108], [-5.079, 0.183, 2.957], [-5.224, 0.728, 1.685], [-5.628, 2.044, 1.522], [-5.890, 2.831, 2.632], [-5.744, 2.297, 3.904], [-5.338, 0.983, 4.065], [-0.903, 3.554, 0.159], [-0.823, 4.953, 0.294], [-0.114, 5.730, -0.596], [0.546, 5.121, -1.658], [0.472, 3.755, -1.843], [-0.269, 2.952, -0.965], [-0.371, 1.653, -1.214], [-2.750, 2.821, 3.006], [-3.064, 4.156, 1.883], [-1.592, 4.155, 2.849], [-5.080, -1.743, 3.931], [-4.772, -1.789, 2.195], [-5.010, 0.114, 0.818], [-5.742, 2.451, 0.525], [-6.211, 3.857, 2.509], [-5.949, 2.907, 4.774], [-5.213, 0.575, 5.060], [-1.314, 5.438, 1.122], [-0.067, 6.802, -0.463], [1.123, 5.722, -2.347], [0.971, 3.269, -2.668], [1.449, 1.637, 1.018], [2.444, 0.913, 1.746], [2.165, -0.578, 1.428], [2.986, -1.431, 1.662], [0.982, -0.800, 0.932], [3.805, 1.383, 1.257], [4.384, 0.835, 0.116], [5.557, 1.359, -0.398], [6.167, 2.442, 0.220], [5.593, 2.996, 1.350], [4.420, 2.469, 1.866], [2.253, 1.070, 3.249], [1.110, 1.657, 3.771], [0.932, 1.741, 5.146], [1.894, 1.236, 6.003], [3.033, 0.636, 5.482], [3.212, 0.549, 4.115], [1.678, 2.572, 1.010], [3.923, -0.012, -0.371], [5.997, 0.914, -1.281], [7.087, 2.845, -0.177], [6.059, 3.841, 1.839], [3.986, 2.903, 2.758], [0.343, 2.031, 3.108], [0.030, 2.190, 5.538], [1.754, 1.299, 7.073], [3.780, 0.229, 6.150], [4.089, 0.064, 3.710]],
  "e_tot_ha": -3682.74217,
  "s_squared": 0.75,
  "spin_multiplicity": 2,
  "orbital_gap_ev": [7.68, 7.70],
  "e_lumo_ev": [-0.37, -0.55],
  "homo_ev": [-8.050, -8.249]
}

=====

No. 3
{
  "formula": "C7H14N",
  "method": "ωB97M-V with the def2-TZVPD basis set",
  "species": ["C", "C", "C", "C", "C", "C", "C", "N", "H", "H", "H", "H", "H", "H", "H", "H", "H", "H", "H", "H", "H", "H"],
  "positions_angstrom": [[-1.115, -1.993, -1.305], [-0.694, -0.555, -1.627], [0.218, -0.033, -0.555], [0.172, 1.182, -0.024], [1.078, 1.759, 0.998], [0.957, 1.570, 2.304], [1.728, 2.373, 3.304], [-1.551, -2.783, -2.477], [-1.919, -1.941, -0.575], [-0.274, -2.487, -0.818], [-1.577, 0.077, -1.672], [-0.272, -0.474, -2.637], [1.088, -0.657, -0.356], [-0.659, 1.823, -0.321], [1.546, 2.663, 0.630], [0.357, 0.749, 2.667], [2.003, 1.814, 4.195], [1.115, 3.176, 3.732], [2.650, 2.759, 2.889], [-1.728, -3.786, -2.191], [-0.773, -2.896, -3.165], [-2.350, -2.340, -2.995]],
  "e_tot_ha": -329.70336,
  "s_squared": 0.75,
  "spin_multiplicity": 2,
  "orbital_gap_ev": [4.74, 10.32],
  "e_lumo_ev": [1.00, 0.90],
  "homo_ev": [-3.736, -9.418]
}